Record 1
This record from the OMol25 dataset describes a structure of composition C38H95HgK2N6O13. The level of theory is ωB97M-V/def2-TZVPD.

The geometry in XYZ format:
```
155
Properties=species:S:1:pos:R:3:forces:R:3
Hg -8.6145 -1.3104 0.6873 -0.06 0.11 -0.02
K -4.5070 -2.4004 4.8644 0.05 0.15 0.47
K -4.7272 -4.5795 -1.9966 -0.08 0.00 -0.10
C -2.7696 1.8176 1.5378 0.47 -0.26 -0.26
C -3.2199 0.9739 0.3304 -1.13 -1.53 1.88
O -4.1624 0.0053 0.6068 1.00 1.50 -0.62
H -3.4979 2.4721 2.0169 -0.27 -0.24 -0.32
H -1.9834 2.4442 1.1166 0.23 0.12 0.39
H -2.3620 1.1334 2.2820 0.14 0.14 0.10
H -2.3844 0.4957 -0.1809 0.52 -0.07 -0.27
H -3.4877 1.7605 -0.3750 -0.93 0.23 -0.87
C -8.9701 5.7592 1.9513 0.09 -0.21 0.82
O -9.5101 4.9697 0.9100 -1.06 0.92 0.16
C -8.7527 3.8839 0.4671 1.58 1.23 0.97
C -9.5308 3.0826 -0.5115 0.39 -1.01 0.38
N -10.4433 2.1807 0.1693 -1.33 0.53 -1.59
C -11.6121 1.9069 -0.7181 -0.27 -1.83 1.47
C -12.5741 0.8737 0.0203 1.35 2.28 -0.61
O -11.7125 -0.0392 0.7312 -1.44 0.87 -0.65
C -12.4987 -0.8957 1.5289 0.89 -1.20 -0.03
H -9.4831 6.7123 2.0803 -0.20 -0.11 -0.72
H -7.9018 5.9668 1.8889 0.19 -0.05 -0.60
H -9.0964 5.2880 2.9261 -0.08 -0.51 0.13
H -8.3708 3.3398 1.3310 -0.46 -0.85 0.28
H -7.8104 4.2973 0.1076 0.17 -0.06 -0.94
H -8.8754 2.3909 -1.0406 0.41 0.37 -0.47
H -10.0348 3.7294 -1.2297 -0.01 0.19 -0.06
H -10.7267 2.5495 1.0658 -0.28 0.03 0.12
H -11.3199 1.4476 -1.6625 0.74 -0.28 0.16
H -12.1255 2.7949 -1.0868 -0.30 0.38 0.60
H -13.3021 0.5469 -0.7222 0.43 -1.31 -0.22
H -13.2531 1.4380 0.6595 0.37 0.01 0.90
H -11.8316 -1.5446 2.0964 0.39 0.12 0.06
H -12.9830 -1.5941 0.8465 -0.95 0.15 0.33
H -13.0965 -0.3963 2.2914 -0.48 0.19 -0.48
C 4.0568 3.1393 5.9601 -1.25 -0.24 0.58
O 3.9724 1.6984 6.1333 1.53 1.23 0.09
C 3.2542 1.0596 5.1117 -0.96 -0.17 0.24
C 3.6647 -0.4055 5.0736 0.33 0.91 0.11
N 5.0092 -0.4546 4.5383 -0.10 -0.93 0.82
C 5.6059 -1.7240 4.8760 1.47 -1.36 -1.86
C 7.1549 -1.7159 4.6004 -1.62 0.04 0.52
O 7.5740 -1.0246 5.7427 1.75 1.69 0.24
C 8.5452 0.0411 5.5345 -0.60 -0.56 0.59
H 3.0541 3.5287 6.1363 -0.36 0.13 -0.48
H 4.4147 3.4819 4.9892 0.08 -0.43 -0.16
H 4.5997 3.6776 6.7371 0.61 -0.92 0.12
H 3.4223 1.5679 4.1622 0.02 -0.16 -0.27
H 2.1990 1.1309 5.3753 -0.42 0.05 -0.25
H 2.9956 -1.1024 4.5689 -0.13 0.37 -0.62
H 3.6477 -0.7866 6.0947 0.10 0.12 0.51
H 5.5404 0.2851 4.9749 0.22 0.31 0.09
H 5.1071 -2.4921 4.2849 -0.09 -0.14 -0.29
H 5.4857 -2.0646 5.9044 -0.03 0.41 0.39
H 7.4064 -1.2491 3.6481 -0.12 0.49 0.03
H 7.6287 -2.6969 4.5653 -0.31 -0.33 0.16
H 8.9172 0.3647 6.5066 0.09 -0.51 0.08
H 8.0649 0.9447 5.1591 -0.13 -0.11 -0.61
H 9.3718 -0.2954 4.9087 -0.05 0.12 -0.06
C 3.8236 -3.2298 -0.6082 -0.06 -1.31 -0.58
O 4.2957 -4.5627 -0.8238 1.57 0.45 0.42
C 5.0782 -4.5926 -2.0379 -0.45 -0.79 0.53
C 5.9994 -5.7845 -1.9950 0.94 -0.18 0.33
N 7.1356 -5.6627 -0.9822 -1.43 -0.51 -2.12
C 8.1654 -6.6510 -1.3135 0.00 -0.28 2.02
C 9.2552 -6.7264 -0.2214 0.31 1.51 -0.16
O 8.8678 -7.0801 1.1138 0.94 -1.15 -1.43
C 9.4447 -8.3638 1.4923 -1.69 0.33 0.77
H 3.1407 -3.1863 -1.4567 -0.35 1.52 0.08
H 4.6652 -2.5372 -0.6149 -0.21 0.28 -0.24
H 3.3008 -3.1442 0.3444 -0.01 -0.27 -0.08
H 5.7101 -3.7338 -2.2644 -0.17 0.53 0.69
H 4.3435 -4.6523 -2.8408 0.13 -0.27 -0.46
H 6.4280 -5.9401 -2.9850 0.32 0.40 -0.07
H 5.4451 -6.7145 -1.8687 -0.25 -0.13 0.53
H 6.7223 -5.8128 -0.0729 0.28 -0.09 0.34
H 8.6444 -6.4115 -2.2628 -0.11 0.03 0.02
H 7.7628 -7.6638 -1.3330 -0.41 -0.30 -0.48
H 9.6334 -5.7063 -0.1545 0.26 0.15 0.09
H 10.0721 -7.3304 -0.6165 -0.02 -0.28 0.25
H 8.7862 -8.6391 2.3161 0.21 -0.40 0.08
H 10.4608 -8.3700 1.8865 0.17 0.62 -0.35
H 9.3369 -9.1183 0.7130 0.05 0.14 -0.18
C 8.0161 0.7816 -3.7463 -0.42 0.94 0.39
O 7.5186 2.0943 -4.0701 -0.77 -1.39 -2.27
C 6.8677 1.9952 -5.4025 -1.08 0.69 1.09
C 5.3414 2.0956 -5.1835 2.06 2.83 0.17
N 5.1944 3.4923 -4.6275 -1.93 -1.81 0.33
C 3.8379 3.6382 -4.0828 0.90 -0.25 -1.38
C 3.6561 5.0261 -3.6552 -0.76 1.06 0.62
O 2.3642 5.2500 -3.0706 -0.94 -0.02 -0.60
C 1.2306 4.8311 -3.8982 1.05 -0.76 0.62
H 7.2966 0.0036 -4.0015 -0.08 -0.08 -0.25
H 8.0844 0.7649 -2.6586 0.66 -0.09 -0.11
H 8.9441 0.6514 -4.3031 0.16 -0.39 0.42
H 7.0514 1.1152 -6.0189 0.77 -0.18 0.48
H 7.1063 2.8944 -5.9705 0.41 -0.13 0.02
H 4.9400 1.3451 -4.5025 -0.14 -0.17 -0.14
H 4.8682 2.1913 -6.1607 -0.35 -0.74 0.06
H 5.8891 3.7636 -3.9464 0.41 -0.30 0.06
H 3.6258 2.9385 -3.2745 -0.07 -0.30 0.17
H 3.1582 3.4761 -4.9194 -0.10 -0.52 0.04
H 3.8568 5.6673 -4.5135 -0.25 0.32 -0.08
H 4.4108 5.2570 -2.9034 -0.25 0.29 0.29
H 0.2624 4.9688 -3.4167 0.38 1.00 0.32
H 1.2281 3.7435 -3.9699 0.33 -0.25 -0.36
H 1.2494 5.2476 -4.9053 0.03 0.25 0.08
C -1.8180 -4.0532 7.6599 0.14 0.79 0.62
O -2.7397 -3.1969 8.3149 -0.90 -1.04 -1.32
C -2.1607 -2.5205 9.3693 -0.29 1.81 0.77
C -3.2209 -1.5302 9.9210 -0.31 -0.73 -0.22
N -3.7368 -0.5187 8.9358 1.07 -0.57 0.83
C -2.9594 0.7308 9.0561 1.13 0.45 -1.27
C -3.4851 1.8906 8.2017 -0.44 1.19 0.96
O -2.8453 3.1583 8.5225 -0.11 -0.24 -1.86
C -2.9050 4.0799 7.3723 -0.36 0.20 1.07
H -1.2841 -4.6471 8.4017 0.09 -0.28 -0.09
H -1.1037 -3.3874 7.1755 0.40 -0.31 -0.42
H -2.3217 -4.7128 6.9532 -0.12 0.12 0.06
H -1.3117 -1.9127 9.0564 0.36 0.05 -0.40
H -1.7601 -3.2309 10.0925 -0.28 0.05 0.49
H -2.9266 -1.0442 10.8512 0.62 0.07 -0.05
H -4.0931 -2.1026 10.2366 -0.03 -0.33 -0.20
H -4.6845 -0.4592 9.2798 -0.21 1.04 -0.31
H -1.9950 0.6419 8.5560 0.36 -1.05 0.09
H -2.6177 0.9879 10.0586 -0.87 0.36 0.38
H -4.5531 1.9884 8.3965 -0.35 0.16 -0.37
H -3.2756 1.7314 7.1439 -0.32 -0.51 -0.08
H -2.7608 3.6744 6.3708 0.50 -0.81 0.20
H -2.1921 4.8912 7.5188 0.19 -0.35 0.27
H -3.8695 4.5781 7.2742 -0.38 -0.14 0.50
C -5.3680 1.0594 -8.6116 0.00 0.28 -0.70
O -3.9893 0.9747 -8.3891 1.29 1.29 0.18
C -3.4112 -0.1615 -7.8335 -0.33 -1.40 -0.65
C -1.8717 0.0243 -7.7027 -0.58 1.59 -0.65
N -1.1745 0.5979 -8.9571 -1.84 -0.36 1.63
C -1.2129 -0.3759 -10.0313 0.43 -0.86 -0.38
C -0.9927 0.1752 -11.4798 1.12 1.17 1.85
O 0.3792 0.6531 -11.4885 0.30 -0.54 -1.43
C 0.8990 0.5768 -12.8586 -1.25 -0.52 0.47
H -5.9525 0.9433 -7.6989 -0.15 -0.64 -0.08
H -5.6035 0.4500 -9.4841 -0.60 -0.72 0.45
H -5.6130 2.0556 -8.9801 0.45 0.27 0.24
H -3.6924 -1.0422 -8.4109 0.08 -0.26 -0.52
H -3.8374 -0.3923 -6.8572 0.10 0.23 0.57
H -1.3710 -0.8350 -7.2566 -0.03 -0.14 -0.46
H -1.9347 0.7880 -6.9275 1.10 0.43 -0.08
H -1.8606 1.2847 -9.2358 0.13 0.92 0.02
H -2.1538 -0.9099 -9.8991 -0.34 -0.28 -0.82
H -0.4385 -1.0866 -9.7426 0.20 -0.30 -0.66
H -1.5911 1.0715 -11.6430 -0.48 0.08 0.13
H -1.2328 -0.4811 -12.3162 0.24 -0.57 0.37
H 1.0082 -0.4791 -13.1062 0.11 -0.14 -0.09
H 1.8420 1.0705 -13.0934 -0.13 0.27 0.90
H 0.1161 0.9741 -13.5045 0.16 0.20 -0.30
```
Positions in Å, forces in eV/Å.

For the LUMO energy, the calculation gives -0.4312 Eh. The value obtained for the strongest force on any atom is 0.0680 hartree/bohr. The highest occupied orbital energy comes out at -12.851 eV. The calculation puts the frontier orbital gap at 1.12 eV. Its total charge is +3. The calculation puts the molecular weight at 1122.99 g/mol.


Record 2
This record from the OMol25 dataset describes the ion C4H11N2O with charge +1. The level of theory is ωB97M-V/def2-TZVPD.

The geometry in XYZ format:
```
18
Properties=species:S:1:pos:R:3:forces:R:3
N -0.3668 -0.4681 -1.8929 -0.46 4.03 -1.74
C -0.7453 0.7745 -1.0272 3.57 -0.35 1.84
C -1.4057 0.2666 0.3117 -1.33 2.27 0.15
N -0.4547 -0.6046 0.9772 1.17 1.23 -0.55
C 0.7854 -0.0154 1.6325 -1.91 -1.50 0.95
C 2.0064 -0.2047 0.7899 1.80 1.88 -1.09
O 2.0089 -0.5696 -0.3691 -0.25 -0.04 1.02
H -0.9186 -0.3661 -2.7640 -0.92 -1.48 1.20
H -0.4055 -1.0885 -1.1366 -0.11 -2.95 0.74
H 0.5332 -0.4274 -2.3408 1.26 0.00 0.93
H 0.2355 1.2528 -0.6776 -1.25 -0.72 -0.85
H -1.1600 1.4257 -1.7193 -1.60 1.44 -0.57
H -2.4566 -0.1510 -0.0145 2.10 0.21 1.39
H -1.5713 1.2280 1.0329 -0.01 -1.98 -2.04
H -0.7455 -1.4982 1.2484 -0.46 -1.07 0.68
H 0.4762 0.9445 2.1371 1.01 -0.40 -1.05
H 1.1700 -0.5959 2.5304 -1.22 0.06 -0.61
H 3.0144 0.0976 1.2819 -1.40 -0.61 -0.43
```
Positions in Å, forces in eV/Å.

Its structure (SMILES) is [NH3+]CCNCC=O. For the LUMO energy, the calculation gives -0.1159 Eh. The calculation puts the energy above the lowest of the compared OMol25 structures with the same formula, charge and spin at 79.6 kcal per mole. The value obtained for the strongest force on any atom is 0.0857 hartree/bohr. The highest occupied orbital energy comes out at -13.580 eV. The calculation puts the frontier orbital gap at 10.43 eV. Its total charge is +1. The calculation puts the molecular weight at 103.14 g/mol.


Record 3
This record from the OMol25 dataset describes a cluster of 2 separate species, CH3BrI2OSi in total. The level of theory is ωB97M-V/def2-TZVPD.

The geometry in XYZ format:
```
9
Properties=species:S:1:pos:R:3:forces:R:3
C -1.5473 -0.4936 0.7673 -0.39 -4.65 3.09
O -1.2306 0.4656 -0.0123 2.93 2.60 -3.02
Si 1.5958 0.6620 -0.9023 -1.67 0.41 0.48
Br 1.5448 -0.2305 -2.9301 -0.01 0.44 0.56
I 2.2503 3.0934 -0.7816 -0.39 -1.44 -0.10
I 2.6433 -0.8508 0.6465 -0.11 0.28 -0.12
H -1.3890 -0.3653 1.8796 0.64 0.04 -0.55
H -1.2360 -1.6604 0.5304 -0.19 2.33 0.12
H -2.6312 -0.6203 0.8024 -0.81 -0.02 -0.47
```
Positions in Å, forces in eV/Å.

For the LUMO energy (alpha / beta), the calculation gives -0.0935 / -0.0935 Eh. The calculation puts the energy above the lowest of the compared OMol25 structures with the same formula, charge and spin at 111.1 kcal per mole. The value obtained for the strongest force on any atom is 0.1089 hartree/bohr. The highest occupied orbital energy (alpha / beta) comes out at -8.196 / -8.197 eV. The calculation puts the frontier orbital gap (alpha / beta) at 5.65 / 5.65 eV. Its total charge is 0. The calculation puts the molecular weight at 392.83 g/mol.